A cluster of 3 separate species, C17H47N8O6P4S in total at a distorted geometry, computed with ωB97M-V with the def2-TZVPD basis set.

* HOMO: -10.1 eV
* gap between HOMO and LUMO: 0.240 hartree
* multiplicity: 1
* calculated total energy: -3328.68592 a.u.
* total charge: +1
* LUMO energy: -3.6 eV

Structure (XYZ):
```
83
Properties=species:S:1:pos:R:3:forces:R:3:lowdin_charge:R:1
C 3.99916 2.46595 3.42983 0.517 -1.057 -0.216 -0.08
O 3.34988 3.21069 4.45244 0.111 0.590 -0.374 -0.17
C 2.46338 4.15209 3.89573 -0.709 -0.558 -0.163 -0.14
C 1.26291 3.33674 3.37790 0.540 1.058 0.374 -0.17
N 0.74496 2.34067 4.20944 -0.690 0.788 -2.589 0.22
C -0.24139 1.77948 3.49109 -1.386 -1.549 0.183 -0.23
P -1.33447 0.36523 3.98209 -0.502 -1.834 2.227 0.51
O -1.39311 0.23679 5.43917 0.381 0.980 -0.510 -0.23
O -2.79208 0.64305 3.35102 2.162 -0.563 -0.738 -0.08
O -0.68501 -0.98579 3.34185 -0.751 2.027 -0.552 -0.10
N -0.38390 2.35619 2.30665 1.026 0.968 0.161 0.12
C 0.55629 3.37542 2.19075 1.358 0.174 1.590 -0.34
P 0.76267 4.49023 0.74755 -1.668 -1.155 -1.421 0.41
S -0.74940 4.08988 -0.42149 0.114 0.114 0.223 0.19
H 3.32426 1.75887 2.90486 0.040 0.372 0.234 0.08
H 4.48829 3.09627 2.66453 -0.179 0.007 0.464 0.10
H 4.75202 1.83160 3.92045 -0.207 0.394 -0.159 0.11
H 2.92002 4.73680 3.07743 -0.134 -0.241 0.168 0.13
H 2.14625 4.86274 4.67622 0.105 -0.383 -0.181 0.15
H 1.06291 2.10120 5.14278 -0.092 -0.116 -0.074 0.20
H -2.83565 0.27475 2.44981 -0.511 0.057 0.037 0.07
H 0.25019 -1.02286 3.60517 -0.027 -0.382 -0.133 0.10
H -1.04144 2.12114 1.56343 -0.008 0.128 0.050 0.13
H 1.95502 4.10586 0.07746 0.135 0.426 0.849 0.00
H 0.83380 5.83972 1.16703 0.480 -0.440 0.360 0.00
O -2.99339 2.04252 -3.39547 -2.884 2.438 -0.853 -0.29
P -4.25075 1.25769 -3.04825 3.799 -5.358 1.978 0.77
N -3.98330 1.20534 -1.34638 0.798 0.242 0.684 -0.33
C -4.23179 0.10865 -0.44460 -0.668 -0.390 -0.434 -0.13
C -4.26837 2.46903 -0.68062 -0.071 0.318 -0.448 -0.15
N -3.76044 -0.19702 -3.87332 0.094 -0.917 0.019 -0.35
C -2.76219 -1.07359 -3.27499 -0.057 0.081 0.389 -0.13
C -3.39603 0.05689 -5.26898 -0.258 0.329 -0.081 -0.14
N -5.91524 0.61410 -2.88640 -1.275 3.012 -1.225 -0.31
C -6.25665 -0.78935 -3.04752 0.507 -0.502 -0.304 -0.13
C -6.87408 1.42646 -3.66427 -0.029 0.242 0.200 -0.14
H -5.29853 -0.02111 -0.21024 0.014 -0.038 0.101 0.09
H -3.70559 0.28102 0.50273 0.004 0.243 -0.027 0.05
H -3.84350 -0.83546 -0.81981 -0.090 0.032 -0.131 0.06
H -5.34716 2.60238 -0.51243 0.022 0.008 0.179 0.09
H -3.91475 3.31179 -1.27809 0.021 -0.084 -0.051 0.06
H -3.75370 2.53127 0.28289 -0.025 -0.119 0.021 0.06
H -1.90125 -0.52425 -2.87407 0.080 -0.043 0.010 0.08
H -2.39564 -1.79546 -4.00672 -0.053 0.175 -0.164 0.08
H -3.20015 -1.68266 -2.48159 0.024 0.076 0.085 0.05
H -2.38934 0.47468 -5.36787 -0.023 0.069 -0.008 0.08
H -4.09293 0.76470 -5.72739 0.045 -0.001 0.011 0.08
H -3.45138 -0.86753 -5.84824 -0.034 -0.063 0.142 0.08
H -6.15445 -1.14127 -4.07721 0.027 -0.043 0.026 0.09
H -7.29857 -0.93103 -2.74484 -0.005 0.358 0.064 0.09
H -5.66554 -1.43141 -2.39743 0.173 0.071 -0.087 0.07
H -6.75231 1.27083 -4.74277 -0.160 -0.012 -0.011 0.08
H -6.72106 2.49082 -3.45803 0.028 -0.034 -0.023 0.08
H -7.90403 1.19068 -3.39195 0.061 -0.083 0.031 0.08
O 3.44700 -1.27717 2.10386 1.596 3.472 -1.504 -0.32
P 3.78180 -1.78368 0.69435 -2.872 -6.628 1.958 0.77
N 2.13534 -2.11080 0.30164 -1.028 0.159 0.464 -0.33
C 1.59026 -3.24714 -0.40872 0.489 -0.213 -0.574 -0.13
C 1.38014 -0.91391 -0.04459 0.336 0.263 0.142 -0.15
N 4.65095 -3.18206 1.25263 0.308 -0.727 -0.082 -0.35
C 3.92670 -4.31497 1.82093 -0.386 0.003 -0.170 -0.12
C 5.75305 -2.82559 2.14872 0.124 0.364 -0.199 -0.14
N 4.28305 -2.12326 -0.99857 1.293 3.311 -0.496 -0.30
C 4.79357 -3.40931 -1.44709 0.278 -0.577 0.567 -0.13
C 5.17109 -1.06024 -1.51221 -0.217 0.188 -0.091 -0.15
H 1.76539 -3.19683 -1.49306 -0.015 -0.038 -0.032 0.08
H 0.51036 -3.29876 -0.25131 0.010 0.225 0.066 0.08
H 1.97814 -4.19258 -0.03939 0.160 0.067 -0.009 0.05
H 1.57083 -0.60829 -1.08405 -0.178 0.047 -0.044 0.08
H 1.65217 -0.07815 0.60847 0.103 -0.058 0.010 0.05
H 0.30567 -1.07297 0.08098 0.025 -0.164 -0.066 0.07
H 3.15240 -4.00914 2.53304 -0.022 -0.061 0.047 0.09
H 4.61262 -4.99174 2.33241 0.149 0.219 0.033 0.09
H 3.47258 -4.92205 1.03717 -0.105 0.076 -0.004 0.06
H 5.41039 -2.61006 3.16560 -0.001 0.060 -0.003 0.08
H 6.27763 -1.93731 1.78175 -0.013 -0.010 0.025 0.07
H 6.48468 -3.63495 2.18922 -0.100 -0.064 -0.081 0.08
H 5.78105 -3.64482 -1.04278 -0.018 -0.044 -0.001 0.09
H 4.87197 -3.39041 -2.53829 -0.128 0.361 0.021 0.10
H 4.11360 -4.22384 -1.20905 -0.002 0.063 0.205 0.07
H 6.16271 -1.10291 -1.04660 0.071 0.024 -0.153 0.08
H 4.74090 -0.07493 -1.30024 0.003 -0.032 0.033 0.07
H 5.29058 -1.13352 -2.59420 -0.030 -0.095 0.034 0.08
```
Forces are in eV/Å.

---

A structure of composition C17H48BF7N4O9SV at a distorted geometry, computed with ωB97M-V with the def2-TZVPD basis set.

* HOMO: -16.2 eV
* gap between HOMO and LUMO: 0.239 hartree
* multiplicity: 1
* calculated total energy: -3637.95077 a.u.
* ΔE to the lowest compared entry with this formula, charge and spin: 417.2 kJ/mol
* total charge: +3
* LUMO energy: -9.7 eV

Structure (XYZ):
```
88
Properties=species:S:1:pos:R:3:forces:R:3:lowdin_charge:R:1
O -2.12573 0.14006 -3.90022 1.726 -3.876 -0.302 -0.27
V -2.01085 -1.49839 -3.79961 -6.229 5.123 -1.779 1.11
O -2.75517 -1.97596 -5.12675 2.499 0.206 2.240 -0.21
B -0.48616 -0.04175 -0.92735 -1.460 1.258 1.260 -1.34
F -1.09877 1.20615 -0.78407 0.943 0.066 -0.421 0.14
F -1.34303 -0.88902 -1.61149 -0.432 -1.663 -1.228 0.10
F 0.73233 0.02651 -1.60043 0.757 -0.058 -0.296 0.12
F -0.38160 -0.56852 0.35403 0.940 -0.402 0.450 0.13
C 2.74962 1.32706 0.83996 -0.610 0.309 0.877 0.00
C 1.54450 2.12486 1.37618 0.044 0.231 -0.128 -0.26
C 0.91072 1.54197 2.66026 1.370 0.759 -0.575 -0.17
O 1.94122 1.50157 3.65878 -1.318 -0.436 -0.809 -0.15
C 1.44891 0.81843 4.78739 -0.347 -0.767 2.339 -0.10
N 1.95284 3.58307 1.66010 -0.254 -0.044 -0.081 0.25
H 2.65039 3.73527 2.37449 0.574 -0.427 0.515 0.17
H 2.26448 4.06105 0.82673 0.438 -0.033 -0.453 0.16
H 1.15682 4.13252 1.95088 -0.642 0.095 0.377 0.17
H 3.30473 1.76804 0.01203 -0.169 0.265 0.042 0.08
H 2.39610 0.34951 0.51205 -0.009 -0.012 0.155 0.08
H 3.39056 1.21057 1.71387 0.352 -0.282 -0.261 0.10
H 0.75268 2.29422 0.64650 -0.088 -0.455 -0.151 0.14
H 0.49258 0.56706 2.40966 0.185 -0.159 0.094 0.10
H 0.07424 2.18726 2.92860 -0.134 0.123 0.442 0.13
H 0.91881 -0.12209 4.63735 -0.033 -0.116 -1.031 0.08
H 0.76483 1.36966 5.43259 -0.229 0.767 -0.472 0.10
H 2.19558 0.51580 5.52155 0.814 0.392 -0.615 0.11
C 1.44012 -4.97756 -1.71737 -0.617 -0.412 0.916 -0.02
C 1.38734 -3.72757 -0.84180 0.957 -0.600 -0.635 -0.24
C 2.05859 -3.82011 0.53133 1.637 0.170 0.015 -0.19
O 2.10593 -2.55601 1.11659 -1.166 1.390 1.253 -0.19
C 1.16285 -2.42427 2.20922 0.478 0.286 0.157 -0.06
N 2.11721 -2.65782 -1.72263 -0.975 0.287 0.552 0.24
H 2.99967 -2.91413 -2.14176 0.951 -0.423 0.820 0.17
H 1.62791 -2.40752 -2.57000 -0.967 -0.231 -0.147 0.14
H 2.13023 -1.78696 -1.21123 0.715 0.556 0.499 0.12
H 1.27425 -4.72264 -2.76408 -0.100 -0.264 -0.006 0.09
H 0.68451 -5.68412 -1.37397 -0.232 0.068 -0.262 0.11
H 2.36222 -5.54737 -1.60272 0.295 0.384 -0.119 0.11
H 0.39886 -3.31995 -0.63002 -0.142 0.069 -0.584 0.15
H 3.12433 -4.04793 0.51148 0.071 -0.751 -0.805 0.15
H 1.64093 -4.54451 1.23056 -0.533 -0.277 -0.527 0.15
H 0.20773 -2.84751 1.89823 -0.176 0.278 0.211 0.09
H 1.10982 -1.39208 2.55545 -0.255 0.208 -0.876 0.06
H 1.49013 -2.86852 3.14924 0.349 -0.912 -0.329 0.11
C 2.42655 2.97152 -5.37888 0.252 -1.873 -0.263 -0.01
C 2.46829 1.82957 -4.33457 0.303 -0.065 1.958 -0.25
C 3.88251 1.56476 -3.67820 0.074 -0.006 0.587 -0.11
O 3.94936 0.64891 -2.51363 -2.373 1.918 -1.615 -0.23
C 5.23924 0.51212 -2.01648 1.511 -1.359 0.005 -0.13
N 1.44585 2.23716 -3.26038 0.516 0.108 0.289 0.23
H 0.56009 2.56679 -3.61659 -0.313 0.299 -0.796 0.17
H 1.16777 1.49547 -2.63376 0.287 -0.738 0.627 0.10
H 1.83628 2.99515 -2.71898 0.109 0.332 0.309 0.16
H 2.72122 3.97922 -5.08595 0.334 -0.315 0.540 0.10
H 1.41271 3.04833 -5.77174 0.087 -0.153 -0.272 0.10
H 3.10316 2.58127 -6.13914 -0.149 0.619 -0.497 0.10
H 2.12873 0.82108 -4.57066 -0.289 0.354 -1.116 0.15
H 4.30937 2.53350 -3.41853 0.142 0.117 0.322 0.13
H 4.54483 1.13579 -4.43015 -0.189 0.078 -0.373 0.14
H 5.17327 -0.16280 -1.16312 -0.035 0.299 0.240 0.09
H 5.82560 1.39565 -1.76418 -0.583 0.479 0.120 0.10
H 5.85788 -0.03249 -2.72976 0.156 -0.027 -0.292 0.10
C -5.15579 -1.09538 2.42418 -0.409 -0.502 -0.183 -0.01
C -4.06139 -0.10487 2.09633 -0.722 0.652 0.490 -0.31
C -3.61412 0.79209 3.25825 -1.297 0.951 1.646 -0.18
O -3.52300 0.20371 4.55269 1.158 -1.897 -1.325 -0.20
C -3.59139 1.09260 5.64769 -1.712 0.264 -0.438 -0.08
N -2.90296 -0.75994 1.46248 1.373 0.184 1.403 0.23
H -2.14693 -0.09051 1.44295 0.201 0.524 -0.769 0.12
H -2.49070 -1.43023 2.09561 -0.300 -0.998 0.122 0.17
H -3.06809 -1.14105 0.54183 -0.664 -0.417 -0.740 0.11
H -5.41757 -1.68040 1.54252 0.245 0.009 -0.074 0.07
H -6.09622 -0.60526 2.67610 0.248 0.277 0.263 0.11
H -4.89943 -1.78846 3.22544 0.129 0.199 0.112 0.10
H -4.40313 0.56861 1.31037 -0.160 0.104 0.135 0.14
H -4.39836 1.54569 3.33002 -0.505 0.103 -0.136 0.13
H -2.76185 1.44997 3.08814 0.779 -0.314 -0.547 0.12
H -3.57506 0.59943 6.61960 0.978 -0.442 -0.353 0.10
H -4.64103 1.38637 5.63983 -0.022 1.146 0.038 0.10
H -2.89172 1.91933 5.52494 -0.038 0.082 0.351 0.09
C -4.78081 0.94147 -1.64053 -0.707 -3.337 -1.658 -0.65
F -3.60109 1.11290 -1.04208 -0.206 0.724 0.471 0.11
F -5.81853 1.30602 -0.92467 0.492 0.771 0.479 0.18
F -4.78303 1.51575 -2.82960 0.141 0.523 0.394 0.17
S -5.01496 -0.97382 -1.93526 -3.776 0.224 0.333 0.65
O -6.43257 -1.09830 -2.38223 3.861 0.289 1.291 -0.26
O -4.08378 -1.30966 -3.04743 1.705 -0.702 0.075 -0.39
O -4.66272 -1.59541 -0.63199 0.388 0.827 -1.480 -0.35
```
Forces are in eV/Å.